{
  "formula": "C15H16BrN4",
  "method": "ωB97M-V with the def2-TZVPD basis set",
  "symbols": ["C", "C", "H", "N", "H", "C", "H", "H", "C", "C", "C", "H", "C", "H", "N", "N", "C", "H", "C", "C", "C", "C", "H", "H", "C", "H", "H", "C", "C", "H", "Br", "N", "H", "H", "H", "H"],
  "positions_angstrom": [[4.121, 2.806, 2.385], [1.792, 2.538, 1.897], [5.010, 2.534, 2.926], [0.806, 3.938, 0.172], [3.163, 4.846, 0.010], [1.899, 3.540, 0.943], [0.851, 2.043, 2.061], [0.921, 4.921, -0.070], [-1.313, 2.081, -1.852], [2.900, 2.188, 2.624], [-0.511, -5.962, 0.004], [-3.293, -3.391, 0.169], [-2.383, 0.145, -2.745], [0.321, -6.656, -0.046], [3.088, 4.130, 0.721], [-1.144, -0.014, -0.701], [-2.522, -4.150, 0.123], [-2.981, -0.353, -3.495], [-1.888, -0.561, -1.658], [-2.836, -5.496, 0.220], [4.188, 3.763, 1.424], [-0.869, 1.283, -0.811], [-2.010, -7.485, 0.229], [-3.863, -5.816, 0.342], [-1.191, -3.794, -0.034], [2.814, 1.429, 3.383], [-0.001, 3.929, 0.790], [-1.810, -6.425, 0.158], [-2.089, 1.494, -2.841], [-1.058, 3.131, -1.891], [5.785, 4.638, 1.001], [-0.192, -4.673, -0.092], [-0.257, 1.690, -0.019], [-2.095, -1.618, -1.541], [-0.898, -2.752, -0.113], [-2.456, 2.080, -3.673]],
  "atomic_forces_ev_per_a": [[0.3, 0.0, 0.1], [0.1, 0.0, 0.1], [0.1, 0.0, 0.1], [0.8, 0.9, 1.4], [0.1, 0.0, 0.0], [-1.0, 0.0, -0.6], [-0.2, 0.0, 0.0], [-0.1, -0.1, -0.5], [0.0, 0.0, 0.0], [-0.2, -0.1, 0.0], [0.1, 0.0, 0.0], [0.0, 0.0, 0.0], [0.0, 0.1, 0.0], [0.0, 0.0, 0.0], [-0.1, -0.5, 0.3], [0.0, 0.0, 0.0], [0.0, 0.0, 0.0], [0.0, 0.0, 0.0], [0.0, -0.1, 0.0], [-0.1, 0.0, 0.0], [0.8, 0.4, -0.3], [-0.1, -0.2, -0.1], [0.0, 0.0, 0.0], [0.0, 0.0, 0.0], [0.1, 0.0, 0.0], [0.1, -0.2, 0.1], [-0.3, -0.4, -0.4], [0.0, 0.0, 0.0], [0.0, 0.0, 0.0], [0.0, 0.0, 0.0], [-0.3, 0.0, 0.0], [-0.1, 0.0, 0.0], [0.1, 0.1, 0.0], [0.0, 0.0, -0.1], [0.0, 0.0, 0.1], [0.0, 0.0, 0.0]],
  "mulliken_charge": [-0.268, -0.418, 0.435, -0.499, 0.256, 0.764, 0.304, 0.288, -0.187, -0.515, -0.181, 0.352, -0.563, 0.368, -0.086, -0.337, -0.272, 0.393, 0.060, -0.376, 0.017, 0.260, 0.356, 0.370, -0.244, 0.442, 0.355, -0.328, -0.479, 0.335, -0.050, -0.559, -0.108, 0.166, 0.567, 0.382],
  "e_homo_ev": -11.1476,
  "charge": 1,
  "spin_multiplicity": 1,
  "homo_lumo_gap_ev": 6.7,
  "fmax_ev_per_a": 1.829,
  "e_tot_ev": -91810.69196
}